[1]
{
  "formula": "C44H51AsBaClF4N3O4Si2Te",
  "method": "ωB97M-V with the def2-TZVPD basis set",
  "energy_ha": -6140.57448,
  "e_lumo_ev": 3.304,
  "de_lowest_kcal_mol": 42.4,
  "charge": -2,
  "gap_ev": 5.66,
  "symbols": ["Ba", "C", "N", "C", "C", "C", "N", "C", "C", "F", "C", "F", "C", "C", "F", "C", "F", "H", "H", "H", "H", "H", "H", "H", "H", "H", "H", "H", "O", "C", "O", "C", "C", "C", "N", "C", "C", "C", "O", "O", "H", "H", "H", "Cl", "C", "H", "H", "C", "C", "C", "C", "C", "C", "As", "C", "C", "C", "C", "C", "C", "C", "C", "C", "C", "C", "C", "H", "H", "H", "H", "H", "H", "H", "H", "H", "H", "H", "H", "H", "C", "Si", "C", "C", "C", "Te", "C", "Si", "C", "C", "C", "H", "H", "H", "H", "H", "H", "H", "H", "H", "H", "H", "H", "H", "H", "H", "H", "H", "H", "H", "H", "H", "H"],
  "positions_angstrom": [[-0.17, 0.17, 0.57], [3.35, -1.40, -0.63], [2.40, -0.41, -1.09], [3.08, 0.85, -1.32], [1.71, -0.86, -2.29], [0.54, -1.81, -2.01], [-0.65, -1.05, -1.77], [-1.81, -1.60, -2.05], [-2.99, -0.80, -2.10], [-2.88, 0.53, -1.75], [-4.22, -1.26, -2.49], [-5.26, -0.40, -2.53], [-4.43, -2.57, -2.88], [-3.33, -3.41, -2.78], [-3.48, -4.72, -3.10], [-2.09, -2.97, -2.38], [-1.13, -3.94, -2.22], [4.22, -1.49, -1.31], [2.87, -2.38, -0.57], [3.71, -1.13, 0.36], [3.82, 0.79, -2.15], [3.60, 1.13, -0.41], [2.34, 1.61, -1.56], [2.42, -1.34, -2.99], [1.29, 0.02, -2.78], [0.77, -2.46, -1.15], [0.43, -2.44, -2.90], [-5.39, -2.93, -3.19], [-5.64, 3.79, 4.50], [-5.37, 2.58, 4.60], [-5.81, 1.74, 5.39], [-4.31, 2.05, 3.56], [-3.83, 2.90, 2.56], [-2.87, 2.43, 1.69], [-2.31, 1.23, 1.78], [-2.75, 0.41, 2.75], [-3.76, 0.78, 3.62], [-2.01, -0.92, 2.86], [-2.52, -1.85, 3.47], [-0.87, -0.94, 2.30], [-4.22, 3.90, 2.49], [-2.50, 3.05, 0.88], [-4.11, 0.09, 4.38], [1.07, 2.33, 3.23], [1.81, 1.50, 1.80], [2.56, 0.86, 2.26], [2.38, 2.32, 1.34], [-0.76, -6.06, 4.58], [-0.04, -5.05, 5.18], [0.48, -4.02, 4.42], [0.29, -4.00, 3.04], [-0.47, -5.00, 2.45], [-0.99, -6.03, 3.21], [1.13, -2.67, 1.89], [2.38, -1.95, 3.17], [2.10, -0.97, 4.11], [3.09, -0.53, 4.97], [4.37, -1.04, 4.87], [4.67, -2.02, 3.94], [3.67, -2.49, 3.09], [3.83, -3.55, 2.10], [5.00, -4.22, 1.77], [4.99, -5.21, 0.80], [3.81, -5.55, 0.16], [2.64, -4.88, 0.47], [2.63, -3.89, 1.44], [-1.15, -6.88, 5.17], [0.12, -5.05, 6.25], [1.03, -3.22, 4.90], [-0.66, -4.96, 1.39], [-1.57, -6.81, 2.74], [1.10, -0.56, 4.16], [2.86, 0.22, 5.72], [5.16, -0.67, 5.53], [5.68, -2.41, 3.87], [5.94, -3.97, 2.26], [5.91, -5.72, 0.54], [3.81, -6.32, -0.60], [1.71, -5.12, -0.04], [-1.20, 6.26, -1.39], [0.50, 5.41, -1.16], [1.89, 6.62, -1.73], [0.75, 4.91, 0.65], [0.62, 3.93, -2.35], [-0.88, 2.45, -1.79], [-0.78, 1.53, -3.74], [-2.07, 2.28, -4.91], [-1.89, 4.18, -4.97], [-3.86, 1.89, -4.42], [-1.75, 1.60, -6.67], [-1.34, 7.06, -0.68], [-1.99, 5.53, -1.23], [-1.32, 6.67, -2.39], [1.93, 7.50, -1.10], [1.74, 6.94, -2.75], [2.85, 6.13, -1.68], [0.60, 5.75, 1.32], [1.75, 4.53, 0.83], [0.05, 4.13, 0.95], [1.62, 3.51, -2.34], [0.40, 4.25, -3.36], [-0.97, 0.47, -3.59], [0.23, 1.63, -4.12], [-2.01, 4.59, -3.97], [-2.65, 4.63, -5.60], [-0.93, 4.49, -5.35], [-4.05, 2.13, -3.38], [-4.08, 0.83, -4.55], [-4.57, 2.45, -5.03], [-0.75, 1.85, -7.02], [-2.46, 2.00, -7.38], [-1.84, 0.52, -6.68]],
  "lowdin_charge": [1.6231, -0.1016, -0.3101, -0.1104, -0.2153, -0.2664, -0.1828, -0.2432, -0.1487, -0.0760, -0.2383, 0.0636, 0.0218, -0.2332, 0.0531, -0.1326, 0.0304, 0.0937, 0.0539, 0.0897, 0.0908, 0.0790, 0.0494, 0.1213, 0.0879, 0.0753, 0.1162, 0.1133, -0.0646, -0.7133, -0.0490, -0.0844, -0.0080, -0.1554, -0.0499, -0.1914, 0.0585, -0.6268, 0.0489, -0.5620, 0.1060, 0.0655, 0.1201, 0.3378, -0.8450, -0.0774, -0.0868, -0.1056, -0.0885, -0.0830, -0.3499, -0.1118, -0.0941, 1.3642, -0.3247, -0.1209, -0.0773, -0.0905, -0.0355, -0.1980, -0.2062, -0.0368, -0.1039, -0.1013, -0.1087, -0.3129, 0.0910, 0.0973, 0.0953, 0.1003, 0.0969, 0.0971, 0.1039, 0.0951, 0.0970, 0.0987, 0.0914, 0.0938, 0.1025, -0.1901, 0.4427, -0.1908, -0.1776, -0.5599, 1.2354, -0.5459, 0.4623, -0.1940, -0.1719, -0.1893, 0.0201, 0.0063, 0.0175, 0.0137, 0.0153, 0.0167, 0.0329, 0.0196, 0.0027, -0.0074, -0.0107, -0.0153, 0.0127, -0.0020, 0.0202, 0.0184, 0.0232, 0.0202, 0.0261, 0.0144, 0.0139, 0.0192]
}

***

[2]
{
  "formula": "C39H54AsFeGe2NO4SSe2",
  "method": "ωB97M-V with the def2-TZVPD basis set",
  "energy_ha": -14728.55520,
  "e_lumo_ev": [4.216, 4.025],
  "s_squared": 6.465,
  "de_lowest_kcal_mol": 91.5,
  "charge": -2,
  "multiplicity": 5,
  "gap_ev": [6.22, 5.89],
  "symbols": ["Fe", "C", "C", "Ge", "C", "C", "C", "C", "Ge", "C", "C", "C", "C", "C", "C", "C", "C", "C", "C", "H", "H", "H", "H", "H", "H", "H", "H", "H", "H", "H", "H", "H", "H", "H", "H", "H", "H", "H", "H", "H", "H", "H", "H", "H", "H", "S", "C", "C", "C", "C", "C", "N", "H", "H", "H", "H", "C", "As", "C", "C", "C", "C", "C", "C", "C", "C", "H", "H", "H", "H", "H", "H", "H", "H", "H", "H", "H", "H", "H", "O", "Se", "O", "O", "O", "C", "C", "C", "C", "C", "C", "Se", "C", "C", "C", "H", "H", "H", "H", "H", "H", "H", "H", "H", "H", "H"],
  "positions_angstrom": [[0.63, -0.35, -0.20], [0.46, -4.85, -1.04], [1.47, -3.95, -0.33], [1.85, -2.27, -1.33], [3.84, -2.30, -1.59], [4.28, -3.45, -2.49], [1.19, -2.57, -3.16], [0.42, -1.66, -3.77], [0.10, -0.05, -2.64], [1.13, 1.34, -3.69], [0.31, 2.48, -4.28], [-1.79, 0.58, -2.41], [-2.85, 0.72, -3.50], [0.03, -1.77, -5.21], [-0.85, -0.85, -5.77], [-1.22, -0.91, -7.11], [-0.71, -1.90, -7.93], [0.19, -2.82, -7.40], [0.55, -2.75, -6.06], [0.23, -5.74, -0.43], [0.84, -5.20, -2.01], [-0.48, -4.33, -1.20], [2.42, -4.46, -0.17], [1.08, -3.67, 0.65], [4.27, -2.40, -0.59], [4.19, -1.34, -1.97], [3.85, -4.40, -2.17], [5.37, -3.57, -2.51], [3.95, -3.28, -3.53], [1.50, -3.46, -3.71], [1.64, 0.79, -4.48], [1.91, 1.75, -3.04], [-0.42, 2.12, -5.01], [0.93, 3.22, -4.79], [-0.26, 3.01, -3.51], [-1.65, 1.56, -1.93], [-2.17, -0.08, -1.63], [-2.53, 1.36, -4.33], [-3.76, 1.17, -3.09], [-3.14, -0.25, -3.91], [-1.25, -0.07, -5.14], [-1.91, -0.17, -7.50], [-0.99, -1.95, -8.98], [0.60, -3.60, -8.03], [1.26, -3.48, -5.68], [3.96, 0.26, 0.92], [3.19, 1.60, 0.16], [3.94, 2.77, -0.09], [3.35, 3.88, -0.65], [2.00, 3.84, -0.98], [1.33, 2.66, -0.73], [1.88, 1.57, -0.18], [4.99, 2.77, 0.18], [3.94, 4.77, -0.83], [1.48, 4.67, -1.43], [0.28, 2.56, -1.00], [-0.90, 3.27, 1.56], [-1.36, 1.39, 1.12], [-1.62, 0.81, 2.96], [-3.18, 1.83, 0.46], [-4.15, 2.19, 1.53], [-4.81, 1.19, 2.24], [-5.70, 1.51, 3.25], [-5.95, 2.84, 3.58], [-5.30, 3.84, 2.88], [-4.41, 3.52, 1.87], [-1.55, 3.62, 2.37], [-1.06, 3.90, 0.68], [0.14, 3.36, 1.86], [-2.43, 1.37, 3.43], [-0.69, 1.01, 3.49], [-1.83, -0.26, 2.97], [-3.51, 0.94, -0.07], [-3.04, 2.65, -0.25], [-4.58, 0.15, 2.00], [-6.20, 0.72, 3.80], [-6.65, 3.09, 4.38], [-5.49, 4.88, 3.13], [-3.91, 4.31, 1.32], [-2.59, -3.65, 0.31], [-2.00, -2.28, 0.93], [-1.32, -2.46, 2.40], [-0.78, -1.74, -0.11], [-3.11, -1.08, 0.96], [1.59, 0.19, 8.02], [1.60, -0.11, 6.54], [1.79, 0.89, 5.60], [1.79, 0.63, 4.23], [1.98, 1.78, 3.29], [1.61, -0.68, 3.79], [1.65, -1.23, 1.95], [1.40, -1.71, 4.73], [1.13, -3.13, 4.30], [1.39, -1.40, 6.08], [1.63, 1.27, 8.20], [2.46, -0.25, 8.52], [0.70, -0.20, 8.50], [1.93, 1.92, 5.94], [3.04, 1.97, 3.11], [1.52, 2.68, 3.70], [1.54, 1.56, 2.32], [0.23, -3.18, 3.68], [1.00, -3.77, 5.18], [1.95, -3.52, 3.70], [1.21, -2.20, 6.80]],
  "lowdin_spin": [3.2953, -0.0045, -0.0366, -0.1462, -0.0290, -0.0091, -0.0037, -0.0044, -0.1303, -0.0220, -0.0038, -0.0395, -0.0106, -0.0020, -0.0021, -0.0001, 0.0000, -0.0001, -0.0001, -0.0015, 0.0001, -0.0001, -0.0033, 0.0017, 0.0000, 0.0005, -0.0006, -0.0023, -0.0001, -0.0014, -0.0015, -0.0009, -0.0001, -0.0012, -0.0003, -0.0008, -0.0013, -0.0001, -0.0021, -0.0001, -0.0015, 0.0000, 0.0000, 0.0000, 0.0000, 0.2577, 0.0310, 0.0146, 0.0035, 0.0028, -0.0001, 0.0346, 0.0046, 0.0002, 0.0004, -0.0018, 0.0036, 0.0079, -0.0006, 0.0039, 0.0005, 0.0006, 0.0000, 0.0007, 0.0000, 0.0006, 0.0006, 0.0001, 0.0000, 0.0000, 0.0000, 0.0000, 0.0001, 0.0000, 0.0001, 0.0000, 0.0000, 0.0000, 0.0001, 0.0091, 0.0137, 0.0306, 0.0921, 0.0036, 0.0040, 0.0209, -0.0045, 0.0218, 0.0022, 0.0269, 0.5392, 0.0238, 0.0118, -0.0040, 0.0000, 0.0013, 0.0009, -0.0008, 0.0015, 0.0003, -0.0001, 0.0032, 0.0005, 0.0025, -0.0005]
}

***

[3]
{
  "formula": "C8H11Cl",
  "method": "ωB97M-V with the def2-TZVPD basis set",
  "energy_ha": -771.27264,
  "e_lumo_ev": [-0.773, -0.880],
  "de_lowest_kcal_mol": 156.8,
  "charge": 0,
  "gap_ev": [6.75, 6.80],
  "symbols": ["C", "C", "C", "C", "C", "C", "C", "C", "Cl", "H", "H", "H", "H", "H", "H", "H", "H", "H", "H", "H"],
  "positions_angstrom": [[-0.19, 2.93, -1.83], [0.11, 2.70, -0.67], [0.56, 2.04, 0.40], [-0.71, -0.27, -0.05], [0.62, 2.53, 1.78], [-0.66, -2.17, 0.76], [0.56, -2.18, -1.40], [0.24, -1.36, -0.14], [-1.63, -0.12, -1.51], [-0.88, 3.46, -2.38], [-0.39, 2.54, 2.22], [0.91, 3.58, 1.68], [1.25, 1.97, 2.50], [-0.04, -3.08, 0.98], [-0.88, -1.74, 1.85], [-1.74, -2.32, 0.46], [0.44, -1.61, -2.27], [1.49, -2.81, -1.44], [-0.15, -2.97, -1.54], [1.12, -1.13, 0.59]],
  "nbo_charge": [-0.1324, -0.2138, 0.1453, 0.0773, -0.7251, -0.6256, -0.6339, -0.4293, -0.0236, 0.2054, 0.2494, 0.2394, 0.2197, 0.2417, 0.2443, 0.2371, 0.2276, 0.2268, 0.2154, 0.2543]
}